The following is a quantum chemistry calculation of C18H42FeNO2P2Si2 as an isolated structure in a non-equilibrium geometry, from the Open Molecules 2025 dataset.

Results
Spin multiplicity   5
Total charge   +1
⟨S²⟩   6.02

Geometry (Å):
Fe (-0.10164, -0.44525, -0.41672)
P (1.89997, -1.41778, -0.23961)
C (2.25795, -1.82030, -2.02326)
C (0.96778, -2.12123, -2.72137)
N (-0.17263, -1.62108, -2.20789)
C (-1.35208, -1.88521, -2.80169)
C (-1.42354, -2.66454, -3.96000)
C (-0.25394, -3.18975, -4.49865)
C (0.95489, -2.92127, -3.86727)
C (-2.60370, -1.29511, -2.21854)
P (-2.13118, 0.15748, -1.17242)
H (1.88934, -3.34196, -4.21372)
H (-2.39295, -2.81600, -4.42258)
H (-0.28951, -3.80494, -5.38857)
H (-3.27010, -0.92324, -3.01474)
H (-3.16769, -2.03058, -1.61385)
H (2.77921, -0.94852, -2.47807)
H (2.94026, -2.68680, -2.04661)
H (1.55072, 3.52656, -2.88475)
O (2.16621, 2.93108, -3.36204)
H (2.32993, 3.39443, -4.20635)
H (-1.76370, 4.32206, -1.05144)
O (-1.08509, 4.94766, -1.36535)
H (-1.45197, 5.82283, -1.15412)
C (-2.25870, 1.47219, -2.41411)
H (-3.25270, 1.39093, -2.87330)
H (-2.14036, 2.45228, -1.93530)
H (-1.48442, 1.36439, -3.18676)
C (-3.63138, 0.32053, -0.18100)
H (-3.57124, 1.24454, 0.40714)
H (-4.47883, 0.37264, -0.87816)
H (-3.75807, -0.53886, 0.49247)
C (1.99862, -3.09474, 0.48061)
H (2.96231, -3.52086, 0.17024)
H (1.95111, -3.03126, 1.57434)
H (1.18726, -3.74553, 0.12750)
C (3.52693, -0.74390, 0.14551)
H (3.58344, -0.50176, 1.21163)
H (4.27412, -1.50686, -0.11448)
H (3.69892, 0.16052, -0.45467)
C (2.55140, 1.81584, 2.03831)
Si (0.70591, 2.00785, 1.85919)
C (0.12151, 2.59624, 3.55590)
C (0.38529, 3.41096, 0.67635)
C (-0.28013, 0.50089, 1.23009)
Si (-0.53519, -0.82406, 2.56884)
C (-1.77058, -0.26733, 3.88641)
C (-1.25226, -2.41885, 1.87194)
C (1.02283, -1.18515, 3.56669)
H (2.96287, 2.74599, 2.45821)
H (3.04212, 1.64837, 1.07511)
H (2.82665, 1.00254, 2.71709)
H (0.62905, 3.54176, 3.79673)
H (-0.95614, 2.79032, 3.57731)
H (0.35209, 1.89668, 4.36604)
H (0.64054, 3.14477, -0.35362)
H (-0.67110, 3.69298, 0.70473)
H (0.96219, 4.30898, 0.93691)
H (-1.28963, 0.95110, 1.03997)
H (-2.75018, -0.03820, 3.44979)
H (-1.91769, -1.08653, 4.60515)
H (-1.44151, 0.61052, 4.45232)
H (-0.62991, -2.91050, 1.11058)
H (-1.35121, -3.11500, 2.71860)
H (-2.25166, -2.25587, 1.44457)
H (1.89465, -1.45990, 2.96216)
H (1.30924, -0.33716, 4.20376)
H (0.80733, -2.03002, 4.23881)

Atomic partial charges in e from the Mulliken method, atoms 1 to 2: -0.4454, 1.0782

=====

The following is a quantum chemistry calculation of a 3-piece molecular cluster, C25H41I2N2O5P overall in a non-equilibrium geometry, from the Open Molecules 2025 dataset.

Geometry (Å):
C (-0.81000, 5.72586, -0.35530)
C (-0.22723, 4.73986, -1.33864)
O (0.18952, 5.08186, -2.40842)
O (-0.26043, 3.41972, -1.02028)
C (0.07829, 3.02044, 0.31573)
C (-0.02163, 1.49989, 0.43396)
P (-1.17909, 0.70755, -0.76910)
C (0.21758, -0.41965, -1.51750)
C (0.79180, -1.63426, -0.81545)
O (1.20043, -2.56037, -1.48492)
C (0.85984, -1.78967, 0.67755)
C (0.10746, -2.81533, 1.24487)
C (0.14725, -3.04484, 2.61177)
C (0.95264, -2.25682, 3.42412)
C (1.73089, -1.25335, 2.86526)
C (1.68168, -1.02399, 1.49839)
C (-2.25416, -0.75346, -0.37216)
C (-2.37684, -1.92255, -1.34986)
C (-2.69540, -1.50917, -2.78668)
C (-3.49808, -2.84479, -0.82531)
C (-2.69180, 1.89423, -0.15332)
I (-3.00744, 2.12399, 1.95004)
C (-3.61236, 2.49279, -0.89612)
C (-4.78372, 3.32883, -0.44776)
I (-3.54373, 2.33828, -3.00275)
H (-1.27650, 5.27513, 0.51336)
H (-0.02965, 6.42561, -0.06619)
H (-1.56801, 6.28336, -0.90281)
H (-0.54110, 3.52366, 1.05251)
H (1.11194, 3.32130, 0.50082)
H (0.96642, 1.09140, 0.25894)
H (-0.28874, 1.21826, 1.45047)
H (-1.18600, 1.39197, -1.98054)
H (-0.15290, -0.82422, -2.45824)
H (1.06702, 0.20341, -1.81865)
H (-0.50709, -3.44257, 0.61303)
H (-0.45474, -3.84107, 3.02857)
H (0.97760, -2.44644, 4.48862)
H (2.38094, -0.65744, 3.49309)
H (2.30701, -0.24903, 1.07664)
H (-1.89457, -1.09914, 0.60081)
H (-3.26160, -0.37509, -0.18917)
H (-1.48756, -2.54896, -1.36840)
H (-3.75438, -1.26753, -2.89836)
H (-2.46159, -2.31244, -3.48518)
H (-2.14618, -0.63040, -3.12059)
H (-4.47820, -2.48664, -1.13070)
H (-3.34618, -3.85677, -1.20373)
H (-3.44427, -2.92263, 0.26155)
H (-4.42431, 4.16365, 0.15670)
H (-5.46641, 2.73740, 0.16283)
H (-5.32667, 3.73872, -1.29251)
C (0.77408, -1.52556, -5.96326)
O (0.49471, -0.84910, -4.99221)
N (1.26114, -2.77961, -5.90573)
C (1.55950, -3.54579, -7.09546)
C (1.48422, -3.37067, -4.59446)
H (0.64010, -1.16062, -6.99668)
H (0.96241, -4.45978, -7.12732)
H (2.61598, -3.82098, -7.12431)
H (1.33163, -2.95162, -7.97841)
H (0.55446, -3.39173, -4.02743)
H (2.19798, -2.77989, -4.02280)
H (1.86175, -4.38347, -4.71310)
C (4.24033, 1.15355, 5.17886)
O (4.13112, 0.26404, 4.35450)
N (3.87633, 1.03663, 6.46777)
C (4.02807, 2.12131, 7.41568)
C (3.31225, -0.22711, 6.91344)
H (4.65472, 2.14416, 4.92946)
H (4.68531, 1.82744, 8.23615)
H (3.06032, 2.40982, 7.83020)
H (4.46250, 2.98356, 6.91436)
H (4.02178, -1.03912, 6.75405)
H (2.40518, -0.45848, 6.35411)
H (3.07441, -0.15552, 7.97156)

Atomic partial charges in e from the Mulliken method, atoms 1 to 2: -0.8467, 0.5461

=====

The following is a quantum chemistry calculation of a 2-piece molecular cluster, C4H14N2O2 overall in a non-equilibrium geometry, from the Open Molecules 2025 dataset.

Geometry (Å):
C (0.41649, 1.51741, -1.16472)
C (1.67806, 1.49458, -2.02253)
N (-0.11932, 0.15991, -1.07154)
O (0.66477, 1.99927, 0.13028)
H (1.23977, 1.36698, 0.58160)
H (-0.31694, 2.21901, -1.58590)
H (-1.05366, 0.11923, -0.62483)
H (-0.13924, -0.31615, -1.96385)
H (1.43734, 1.23033, -3.05055)
H (2.14347, 2.47700, -2.01462)
H (2.38298, 0.76417, -1.62613)
C (-0.48016, -1.73379, 1.35116)
C (-1.57658, -0.44584, 1.71349)
N (0.80103, -1.32572, 0.96735)
O (-1.02178, -2.47166, 0.28923)
H (-1.91912, -2.72670, 0.52883)
H (-0.47652, -2.30715, 2.28964)
H (0.61218, -0.70412, -0.00371)
H (1.22879, -0.78941, 1.71409)
H (-1.89178, 0.26326, 0.94391)
H (-1.12616, 0.12717, 2.52320)
H (-2.48362, -0.91779, 2.09561)

Atomic partial charges in e from the Mulliken method, atoms 1 to 2: 0.1856, -1.2757

=====

The following is a quantum chemistry calculation of a 2-piece molecular cluster, C4H13NO2S overall in a non-equilibrium geometry, from the Open Molecules 2025 dataset.

Geometry (Å):
C (0.88590, -0.15127, 0.73765)
N (0.68049, 1.19388, 0.13783)
C (-0.38462, 1.58174, -0.77877)
O (-1.39649, 2.31109, -0.12766)
C (1.14399, -1.10804, -0.42537)
C (1.23389, -2.53800, 0.08817)
S (1.15479, -3.89580, -1.10403)
H (0.05104, -0.30992, 1.42181)
H (1.79088, -0.08358, 1.35375)
H (0.97259, 1.90406, 0.79487)
H (0.17290, 2.19020, -1.49834)
H (-0.94357, 0.80819, -1.30250)
H (-1.16437, 2.86385, 0.63730)
H (0.36010, -0.99149, -1.16964)
H (2.08298, -0.83453, -0.91002)
H (2.21031, -2.61326, 0.57537)
H (0.42803, -2.83879, 0.75087)
H (2.42534, -4.25693, -1.25823)
H (-4.45400, 2.85956, 0.63395)
H (-3.13752, 1.94461, 0.74671)
O (-4.11265, 1.96444, 0.69627)

Atomic partial charges in e from the Mulliken method, atoms 1 to 2: -0.6248, -0.3349

=====

The following is a quantum chemistry calculation of one molecule with the formula C3H6N2O in a non-equilibrium geometry, from the Open Molecules 2025 dataset.

Geometry (Å):
C (-0.08332, 0.03967, 1.60279)
N (-0.07873, -0.16044, 0.16439)
C (-0.28562, 0.84979, -0.75486)
N (-0.27729, 0.52697, -1.98965)
C (0.43748, -1.32498, -0.48353)
O (0.79290, -2.29939, 0.13694)
H (0.44761, -0.80218, 2.04977)
H (-1.09816, 0.05856, 2.01310)
H (0.42536, 0.96808, 1.89148)
H (-0.41300, 1.86275, -0.35898)
H (-0.21569, 1.25316, -2.67584)
H (0.34846, -0.97197, -1.59561)

Atomic partial charges in e from the Mulliken method, atoms 1 to 2: -0.8522, 0.0587

=====

The following is a quantum chemistry calculation of an isolated ion of composition C5H8N and charge +1 in a non-equilibrium geometry, from the Open Molecules 2025 dataset.

Results
Total charge   +1

Geometry (Å):
C (-1.74224, -0.42445, 0.09843)
C (-0.92013, -1.44227, 0.18298)
C (0.21031, -0.98031, -0.61849)
C (1.52512, -0.78523, 0.01132)
C (-0.39715, 1.51869, 0.19801)
N (-0.66086, 0.20124, -0.53249)
H (-2.52106, 0.02235, 0.62674)
H (0.23996, -1.46932, -1.58711)
H (2.23211, -1.46487, -0.42485)
H (1.63345, -0.89115, 1.11324)
H (1.82918, 0.20021, -0.06499)
H (0.05137, 2.12176, -0.53471)
H (-1.38461, 1.94236, 0.29356)
H (-0.09545, 1.45102, 1.23838)

Atomic partial charges in e from the Mulliken method, atoms 1 to 2: -0.1856, -0.2229

=====

The following is a quantum chemistry calculation of C14H13BrCrF6O as an isolated structure in a non-equilibrium geometry, from the Open Molecules 2025 dataset.

Results
Spin multiplicity   4
Total charge   -1
⟨S²⟩   3.89

Geometry (Å):
C (-0.97493, 2.82246, -0.57958)
C (-0.66249, 3.64556, 0.55365)
C (0.71072, 3.44265, 0.91082)
H (-1.36040, 4.26881, 1.12730)
C (1.28465, 2.47369, 0.00814)
C (0.23220, 2.09015, -0.93016)
H (0.31412, 1.33753, -1.70230)
H (-1.96475, 2.73293, -1.08130)
H (1.15637, 3.81374, 1.82066)
H (2.30605, 2.08446, 0.07075)
Cr (-0.32591, 1.56692, 1.08670)
Br (-1.94704, 0.09323, 2.18309)
C (-0.04766, -3.17046, -0.51234)
C (0.41164, -2.54672, -1.69897)
C (-0.71143, -1.97623, -2.38520)
H (1.44517, -2.59875, -2.06940)
C (-1.87508, -2.23942, -1.58049)
C (-1.45833, -2.99940, -0.43678)
H (-2.09098, -3.28027, 0.40408)
H (0.56728, -3.76365, 0.15647)
H (-0.67861, -1.38972, -3.29853)
H (-2.86823, -1.83231, -1.74315)
C (3.03545, 0.46841, 2.73855)
C (2.75057, -0.62185, 1.69773)
O (1.66462, -0.35367, 0.99739)
C (4.04935, -0.72999, 0.74490)
F (5.20689, -0.87590, 1.46340)
F (3.99367, -1.74530, -0.14800)
F (4.17788, 0.42881, 0.03298)
C (2.65930, -2.03282, 2.48840)
F (3.70846, -2.20804, 3.36254)
F (1.52071, -2.04578, 3.22931)
F (2.63468, -3.10616, 1.65389)
H (3.13545, 1.44187, 2.25104)
H (3.94139, 0.23167, 3.29026)
H (2.18315, 0.55307, 3.41726)

Atomic partial charges in e from the Mulliken method, atoms 1 to 2: -0.2729, -0.3425

=====

The following is a quantum chemistry calculation of a 8-piece molecular cluster, H16O8 overall in a non-equilibrium geometry, from the Open Molecules 2025 dataset.

Geometry (Å):
H (-0.95289, 0.59722, -0.11577)
H (0.50586, 0.69798, -0.70293)
H (3.97646, 0.73019, -2.86775)
H (3.81778, 0.45208, -1.52419)
H (-4.11284, 1.01860, 2.97177)
H (-2.87834, 2.08704, 3.21536)
H (2.75375, 0.15324, 1.97121)
H (2.28345, 1.56498, 1.93697)
H (-0.06583, -3.30375, -4.28493)
H (0.45125, -1.88936, -4.12492)
H (-2.41633, -1.93625, 2.69698)
H (-1.60855, -2.41141, 3.78512)
H (0.39753, 2.54913, 0.81578)
H (1.24377, 2.84599, -0.41846)
H (-1.42229, -0.28882, -1.59650)
H (-0.58373, 0.09809, -2.81950)
O (-0.27896, 0.12120, -0.50926)
O (3.47176, 0.14692, -2.38656)
O (-3.12921, 1.22314, 2.96141)
O (1.95850, 0.62692, 2.13515)
O (0.28373, -2.63893, -3.66699)
O (-2.55090, -2.48210, 3.42281)
O (1.17835, 2.14579, 0.25226)
O (-1.10690, 0.48644, -2.07610)

Atomic partial charges in e from the Mulliken method, atoms 1 to 2: 0.2980, 0.4154

=====

| no. | electronic energy (eV) |
| --- | --- |
| 1 | -93648.92543 |
| 2 | -65295.65766 |
| 3 | -11449.08096 |
| 4 | -20777.96573 |
| 5 | -8234.97350 |
| 6 | -6791.90535 |
| 7 | -131544.08249 |
| 8 | -16634.60038 |